Entry 1:
ORCA calculation (wB97M-V/def2-TZVPD) on a 2-piece molecular cluster, C3H13N2O overall in a non-equilibrium geometry.

```
! RIJCOSX wB97M-V def2-TZVPD def2/J DEFGRID3
* xyz 1 1
N -0.8082 -0.1476 1.1701
C 0.3434 -0.1829 -0.0645
C 1.0576 1.0799 -0.0407
N 0.1912 2.2621 0.1318
C -0.2944 2.9252 -1.1237
H -1.7216 -0.6873 0.8774
H -0.9473 0.8135 1.4691
H -0.4690 -0.7740 1.8835
H -0.4256 -0.1933 -0.9234
H 0.9370 -1.1306 -0.0810
H 1.7589 1.1051 -0.9436
H 1.7181 1.0644 0.8240
H 0.1225 2.2862 1.0784
H -0.5789 3.9640 -0.8831
H 0.7015 2.9865 -1.8310
H -1.0343 2.3363 -1.7112
H 0.0497 -4.5282 0.5931
H 0.0759 -5.7720 -0.2528
O -0.3134 -4.9006 -0.2298
*
```

Results
* energy relative to the best compared isomer or geometry (same formula, charge and spin): 74.03 kcal per mole
* HOMO level: -12.974 eV
* energy: -8340.77178 eV
* HOMO-LUMO gap: 9.19 eV

***

Entry 2:
ORCA calculation (wB97M-V/def2-TZVPD) on C5H8O2 in the gas phase.

```
! RIJCOSX wB97M-V def2-TZVPD def2/J DEFGRID3
* xyz 0 1
O 1.3717 -0.5324 1.5341
C 0.0466 -0.0765 1.6134
C -0.8055 -0.8237 0.5898
C -0.4232 -0.1529 -0.7303
O -1.2423 -0.5354 -1.7960
C 0.0576 1.2556 -0.6421
C 0.9375 0.3653 -1.0146
H 1.6134 -0.3419 0.6033
H -0.2841 -0.0480 2.6543
H -0.0124 0.9858 1.2574
H -1.8772 -0.6623 0.7507
H -0.6252 -1.9085 0.5814
H -0.7666 -0.3149 -2.6083
H -0.1864 2.3009 -0.5657
H 1.8663 0.2437 -1.5470
*
```

Results
* energy relative to the best compared isomer or geometry (same formula, charge and spin): 82.00 kcal per mole
* HOMO level: -9.667 eV
* energy: -9406.27621 eV
* HOMO-LUMO gap: 10.57 eV